Entry 1:
Density functional theory data (ωB97M-V/def2-TZVPD) for C5H12NO3P as an isolated structure in a non-equilibrium geometry.

Properties
HOMO level	-8.59	eV
lowest unoccupied orbital energy	0.1	eV
energy relative to the best compared isomer or geometry (same formula, charge and spin)	221.3	kJ/mol
gap between HOMO and LUMO	8.706	eV

Last column: Mulliken charge in e.
Element x y z (Å)
C  -0.314  1.067  -0.367  -0.662
C  -0.314  -0.990  0.916  -0.812
C  -1.882  1.101  -0.516  -0.911
C  -1.934  -1.064  0.535  -0.636
C  0.267  -0.343  -0.305  0.379
N  -2.566  0.246  0.551  -0.448
O  2.956  -0.672  -1.307  -0.697
O  0.319  -1.074  -1.403  -0.557
O  3.727  1.077  0.397  -0.539
P  2.535  -0.110  0.015  0.668
H  0.191  1.402  -1.333  0.330
H  -0.074  1.583  0.504  0.461
H  -0.078  -0.294  1.787  0.315
H  -0.040  -1.979  0.956  0.480
H  -2.133  2.087  -0.255  0.461
H  -2.177  0.702  -1.499  0.341
H  -2.077  -1.462  -0.492  0.356
H  -2.322  -1.720  1.391  0.341
H  -2.262  0.788  1.434  0.301
H  1.323  -1.101  -1.787  0.496
H  3.965  1.505  -0.447  0.325
H  2.887  -0.747  1.225  0.010

Cartesian forces (eV/Å) of the 6 atoms listed first:
-0.2 -1.5 -4.0
-1.9 2.3 -1.3
0.9 -2.5 0.9
1.2 0.0 2.3
1.2 1.8 2.6
1.8 2.0 0.6



Entry 2:
Density functional theory data (ωB97M-V/def2-TZVPD) for a 7-piece molecular cluster, C32H83N9O12 overall in a non-equilibrium geometry.

Properties
HOMO level	-8.09	eV
SMILES string	COCCNCCOC.COCCNCCOC.COCCNCCOC.COCCNCCOC.COCCNCCOC.NC(N)=O.NC(N)=O
lowest unoccupied orbital energy	0.1	eV
energy relative to the best compared isomer or geometry (same formula, charge and spin)	402.5	kJ/mol
gap between HOMO and LUMO	8.147	eV

Last column: Mulliken charge in e.
Element x y z (Å)
C  2.736  3.676  0.189  0.758
O  1.603  3.234  0.087  -0.626
N  3.853  2.980  0.147  -0.416
N  3.091  4.928  0.344  -0.466
H  3.770  1.980  0.040  0.143
H  4.729  3.407  0.412  0.166
H  4.069  4.946  0.598  0.149
H  2.397  5.608  0.623  0.270
C  -0.951  0.826  2.046  0.451
O  -2.110  0.526  2.255  -0.695
N  -0.398  1.257  0.907  0.470
N  0.014  0.652  2.969  0.295
H  0.569  1.547  0.895  -0.066
H  -0.955  1.637  0.156  -0.244
H  0.849  1.218  3.012  0.080
H  -0.225  -0.052  3.654  0.165
C  -0.139  -2.835  0.291  -0.944
O  0.271  -2.641  -1.085  -0.257
C  1.172  -1.491  -1.249  0.319
C  1.731  -1.389  -2.709  -1.233
N  2.752  -2.413  -3.106  -0.350
C  2.236  -3.780  -3.295  -0.141
C  3.331  -4.717  -3.822  -0.693
O  3.835  -4.463  -5.085  -0.358
C  3.343  -5.461  -5.994  -0.752
H  -0.818  -2.018  0.534  0.126
H  0.736  -3.004  0.919  0.431
H  -0.869  -3.632  0.434  0.468
H  1.884  -1.602  -0.432  0.112
H  0.616  -0.606  -0.939  0.067
H  2.262  -0.440  -2.648  0.447
H  1.016  -1.174  -3.503  0.388
H  3.320  -2.016  -3.841  0.281
H  1.258  -3.731  -3.775  0.358
H  2.020  -4.073  -2.268  0.047
H  2.994  -5.739  -3.649  0.404
H  4.036  -4.627  -2.995  0.386
H  3.528  -6.460  -5.600  0.325
H  3.691  -5.280  -7.011  0.274
H  2.300  -5.238  -6.216  0.293
C  -3.867  1.653  -0.429  0.054
O  -4.187  0.734  -1.510  -0.520
C  -3.213  -0.300  -1.539  0.865
C  -3.334  -1.357  -2.642  -1.253
N  -4.582  -2.050  -2.517  -0.364
C  -4.799  -3.006  -1.452  -0.451
C  -3.692  -4.153  -1.538  0.208
O  -3.890  -4.973  -0.406  -0.300
C  -4.841  -6.011  -0.725  -0.745
H  -3.822  1.203  0.563  -0.097
H  -4.655  2.401  -0.330  0.348
H  -2.883  2.052  -0.673  -0.162
H  -3.471  -0.809  -0.610  -0.146
H  -2.174  0.029  -1.547  0.032
H  -2.469  -1.926  -2.980  0.287
H  -3.289  -0.832  -3.597  0.453
H  -5.228  -1.276  -2.576  0.334
H  -5.793  -3.414  -1.639  0.414
H  -4.781  -2.509  -0.482  0.239
H  -2.712  -3.703  -1.382  -0.347
H  -3.678  -4.750  -2.450  0.253
H  -5.113  -6.653  0.113  0.259
H  -4.434  -6.682  -1.480  0.285
H  -5.736  -5.506  -1.091  0.299
C  -1.481  3.315  -3.048  -0.466
O  -0.533  3.390  -4.102  -0.384
C  0.757  2.897  -3.691  0.134
C  1.925  3.483  -4.516  -1.186
N  1.884  3.083  -5.914  -0.381
C  1.047  4.000  -6.722  -0.483
C  1.295  3.764  -8.185  -0.566
O  2.534  4.349  -8.576  -0.321
C  2.521  4.928  -9.874  -0.786
H  -1.394  2.329  -2.593  0.000
H  -2.489  3.371  -3.461  0.318
H  -1.326  4.018  -2.229  0.337
H  0.845  1.812  -3.751  0.156
H  1.078  3.111  -2.672  0.152
H  2.803  2.985  -4.105  0.474
H  2.313  4.496  -4.404  0.508
H  2.828  3.241  -6.237  0.254
H  1.276  5.020  -6.413  0.322
H  0.024  3.825  -6.389  0.350
H  0.471  4.271  -8.687  0.434
H  1.236  2.706  -8.440  0.290
H  2.146  4.239  -10.631  0.313
H  3.518  5.243  -10.183  0.262
H  2.040  5.906  -9.884  0.316
C  4.031  -1.028  2.091  -0.626
O  4.134  0.206  2.732  -0.347
C  3.627  0.250  4.078  -0.499
C  2.938  1.500  4.641  -0.871
N  2.261  2.155  3.564  -0.187
C  1.536  3.385  3.927  -0.963
C  2.263  4.743  4.020  -0.475
O  3.011  4.735  5.275  -0.313
C  3.445  6.101  5.628  -0.766
H  2.994  -1.247  1.834  0.187
H  4.602  -1.803  2.603  0.349
H  4.585  -0.762  1.191  0.251
H  4.524  0.041  4.662  0.414
H  2.897  -0.522  4.319  0.216
H  3.687  2.217  4.978  0.390
H  2.253  1.260  5.454  0.497
H  2.935  2.329  2.832  -0.031
H  0.961  3.316  4.850  0.460
H  0.780  3.461  3.145  0.389
H  1.472  5.490  3.943  0.462
H  2.782  4.805  3.063  0.205
H  2.714  6.705  6.165  0.272
H  3.787  6.622  4.734  0.315
H  4.302  6.017  6.297  0.257
C  -5.177  -2.119  7.323  -0.780
O  -4.212  -1.232  6.802  -0.311
C  -4.607  -0.436  5.631  -0.844
C  -3.984  -0.915  4.340  -0.140
N  -2.547  -1.250  4.459  -0.077
C  -2.286  -2.714  4.573  -0.016
C  -0.788  -2.934  4.687  -0.323
O  -0.542  -4.258  4.644  -0.449
C  -0.880  -5.028  5.843  -0.695
H  -4.798  -2.566  8.242  0.234
H  -5.577  -2.888  6.662  0.280
H  -5.998  -1.457  7.598  0.373
H  -4.188  0.542  5.866  0.280
H  -5.670  -0.212  5.546  0.450
H  -4.164  -0.152  3.583  0.150
H  -4.458  -1.832  3.990  0.296
H  -2.084  -0.936  3.617  -0.039
H  -2.567  -3.306  3.702  0.253
H  -2.765  -3.132  5.459  0.194
H  -0.263  -2.462  5.517  0.304
H  -0.206  -2.528  3.859  0.011
H  -0.621  -4.365  6.668  0.316
H  -0.421  -6.013  5.924  0.251
H  -1.941  -5.268  5.769  0.271

Cartesian forces (eV/Å) of the 6 atoms listed first:
-1.4 -0.7 -0.2
-0.3 -0.2 -0.1
1.8 -3.4 -0.3
-0.1 3.2 0.5
0.4 0.2 0.1
-0.1 -0.8 -0.2



Entry 3:
Density functional theory data (ωB97M-V/def2-TZVPD) for C22H23F5GeN3O3SZr as an isolated structure in a non-equilibrium geometry.

Properties
HOMO level	-11.03	eV
lowest unoccupied orbital energy	-3.4	eV
energy relative to the best compared isomer or geometry (same formula, charge and spin)	33.3	kJ/mol
gap between HOMO and LUMO	7.582	eV
total charge	+1

Last column: Mulliken charge in e.
Element x y z (Å)
Zr  -0.441  -0.196  0.773  1.637
C  0.623  3.061  3.241  -1.286
C  -0.170  2.460  2.131  0.944
O  -0.345  1.154  2.196  -0.716
C  -0.675  3.202  1.107  -1.364
C  -1.473  2.684  0.027  1.089
C  -2.267  3.626  -0.812  -1.366
N  -1.511  1.394  -0.204  0.386
N  -2.443  0.949  -1.158  -0.775
C  -2.617  -0.323  -1.056  0.747
O  -1.916  -1.058  -0.181  -0.961
C  -3.690  -0.989  -1.813  0.336
C  -4.323  -0.330  -2.865  -0.326
C  -5.364  -0.946  -3.535  -0.701
C  -5.781  -2.217  -3.156  -0.383
C  -5.150  -2.877  -2.112  -0.685
C  -4.099  -2.266  -1.442  -0.327
H  1.496  2.439  3.449  0.257
H  0.020  3.083  4.152  0.357
H  0.940  4.073  3.002  0.374
H  -0.547  4.274  1.159  0.399
H  -1.884  4.640  -0.716  0.448
H  -3.307  3.613  -0.475  0.294
H  -2.273  3.309  -1.852  0.347
H  -3.994  0.663  -3.144  0.460
H  -5.856  -0.435  -4.353  0.395
H  -6.602  -2.693  -3.679  0.393
H  -5.475  -3.866  -1.816  0.408
H  -3.599  -2.771  -0.627  0.460
F  3.753  -1.148  5.920  -0.285
C  2.729  -1.386  5.108  0.595
C  2.721  -0.882  3.824  -0.309
F  3.734  -0.138  3.369  -0.323
C  1.634  -1.160  3.028  0.220
F  1.660  -0.649  1.742  0.183
C  0.533  -1.891  3.400  0.395
S  -0.818  -2.204  2.304  -0.509
C  0.581  -2.385  4.697  0.188
F  -0.428  -3.117  5.162  -0.309
C  1.652  -2.142  5.539  0.184
F  1.654  -2.627  6.775  -0.264
O  0.866  -0.322  -0.787  -0.468
N  1.910  0.451  -1.137  0.306
C  3.874  -1.813  -1.126  -1.100
Ge  3.125  -0.567  -2.385  0.464
C  1.852  -1.217  -3.655  -1.075
C  4.376  0.785  -2.935  -1.257
C  2.097  1.607  -0.653  -0.466
H  4.671  -2.384  -1.603  0.467
H  3.115  -2.502  -0.760  0.352
H  4.299  -1.257  -0.290  0.341
H  2.367  -1.764  -4.445  0.413
H  1.307  -0.385  -4.098  0.359
H  1.156  -1.883  -3.150  0.354
H  5.101  0.330  -3.612  0.393
H  4.922  1.156  -2.066  0.413
H  3.894  1.612  -3.456  0.388
H  1.418  2.071  0.058  0.239
H  2.963  2.155  -1.005  0.269

Cartesian forces (eV/Å) of the 6 atoms listed first:
0.8 -1.9 1.1
-0.1 0.0 0.2
0.0 0.0 0.0
0.2 1.0 0.5
-0.1 0.1 -0.3
0.1 -0.1 0.0



Entry 4:
Density functional theory data (ωB97M-V/def2-TZVPD) for C30H37F5MoN2OPSSe as an isolated structure.

Properties
HOMO level (alpha / beta)	-10.62 / -10.94	eV
spin multiplicity	3
lowest unoccupied orbital energy (alpha / beta)	-4.7 / -4.2	eV
gap between HOMO and LUMO (alpha / beta)	5.937 / 6.726	eV
total charge	+1

Last column: Mulliken spin population.
Element x y z (Å)
Mo  -1.737  -0.574  0.350  1.980
O  -2.160  1.107  -0.653  -0.025
N  -2.871  2.094  -0.103  0.026
C  -3.203  3.151  -0.878  0.016
C  -3.912  4.192  -0.356  -0.002
C  -4.291  4.154  0.991  0.013
C  -3.944  3.069  1.760  0.004
C  -3.218  2.016  1.201  0.036
S  -2.700  0.625  2.091  -0.057
H  -2.870  3.080  -1.903  0.001
H  -4.175  5.027  -0.988  0.000
H  -4.854  4.971  1.420  0.001
H  -4.217  2.999  2.803  0.001
F  -3.226  -1.232  -2.371  0.001
C  -3.872  -1.919  -1.405  -0.006
C  -3.399  -1.814  -0.100  -0.038
C  -4.130  -2.519  0.858  -0.061
F  -3.786  -2.434  2.146  -0.005
C  -5.235  -3.284  0.544  0.004
F  -5.908  -3.932  1.488  0.001
C  -5.650  -3.368  -0.779  -0.003
F  -6.705  -4.099  -1.093  -0.001
C  -4.968  -2.673  -1.766  -0.004
F  -5.376  -2.735  -3.031  0.000
Se  -0.287  -4.018  3.482  0.187
C  -0.761  -2.853  2.306  0.107
N  -1.083  -2.043  1.501  -0.124
C  4.095  -2.362  1.929  0.000
C  2.988  -3.184  1.276  -0.003
C  2.150  -2.311  0.323  0.007
C  2.135  -0.841  0.793  0.013
C  2.126  -0.797  2.325  0.015
C  3.479  -1.303  2.857  -0.002
P  0.755  0.098  0.020  -0.075
C  0.790  -0.195  -1.804  -0.059
C  -0.037  -1.438  -2.151  0.031
C  -0.383  -1.447  -3.645  0.004
C  0.787  -0.907  -4.492  -0.001
C  2.119  -1.097  -3.770  0.001
C  2.165  -0.230  -2.504  -0.001
C  1.073  1.919  0.178  0.018
C  0.574  2.498  1.516  0.016
C  1.139  3.904  1.704  0.000
C  2.667  3.864  1.886  0.000
C  3.294  2.665  1.161  0.000
C  2.528  2.348  -0.121  -0.002
H  4.703  -1.885  1.154  0.000
H  4.770  -3.006  2.493  0.000
H  2.348  -3.596  2.059  0.003
H  3.399  -4.031  0.725  0.000
H  1.133  -2.705  0.281  0.004
H  2.565  -2.368  -0.685  0.001
H  3.052  -0.351  0.447  0.003
H  1.317  -1.433  2.692  -0.010
H  1.930  0.206  2.704  -0.002
H  3.322  -1.730  3.848  0.001
H  4.173  -0.467  2.976  0.000
H  0.224  0.663  -2.187  0.015
H  -0.987  -1.484  -1.577  -0.041
H  0.504  -2.344  -1.882  0.002
H  -1.272  -0.839  -3.820  0.002
H  -0.636  -2.465  -3.943  -0.001
H  0.646  0.159  -4.689  0.000
H  0.799  -1.402  -5.462  0.000
H  2.953  -0.830  -4.419  0.000
H  2.247  -2.152  -3.515  0.000
H  2.449  0.790  -2.771  0.000
H  2.938  -0.607  -1.833  -0.001
H  0.426  2.325  -0.608  0.010
H  0.870  1.872  2.362  0.001
H  -0.516  2.521  1.518  -0.004
H  0.669  4.389  2.561  0.000
H  0.879  4.504  0.826  0.000
H  2.913  3.815  2.948  0.000
H  3.100  4.791  1.508  0.000
H  3.286  1.787  1.809  0.000
H  4.341  2.869  0.934  0.000
H  3.052  1.589  -0.703  0.000
H  2.500  3.246  -0.743  0.000

Cartesian forces (eV/Å) of the 6 atoms listed first:
-0.2 0.4 0.5
0.0 0.2 -0.2
-0.3 0.4 0.4
0.1 -0.1 -0.3
-0.1 0.0 0.1
0.1 -0.1 -0.1